64
Properties=species:S:1:pos:R:3:forces:R:3 method="wB97M-V/def2-TZVPD" largest_force_ev_per_a=1.15 lumo_energy_ev=2.607 relative_energy_kcal_mol=10.4 total_charge=-1 homo_ev=-4.7 gap_ev=7.27
Cd 0.5729 0.4595 0.1764 0.086 0.099 -0.261
C -4.1254 6.3905 0.4427 -0.060 -0.060 0.025
C -4.6443 5.0501 0.9862 -0.050 0.046 -0.003
C -5.3120 5.2757 2.3517 0.007 0.006 -0.075
C -5.7145 4.5278 0.0251 0.066 0.031 0.044
C -3.4828 4.0723 1.1370 -0.003 0.061 0.029
C -3.4141 2.8638 0.4627 -0.018 -0.114 -0.085
C -2.3433 2.0282 0.6886 0.266 -0.278 0.004
Br -2.2722 0.3458 -0.2472 -0.470 0.207 0.046
C -1.2590 2.2872 1.5630 -0.335 0.170 0.114
O -0.3514 1.3894 1.7902 -0.294 0.781 0.735
C -1.2983 3.5817 2.1755 0.153 -0.223 -0.057
C -2.4086 4.3866 1.9681 -0.105 -0.012 -0.061
C -0.1740 4.1778 3.0460 0.007 0.024 0.048
C 1.1280 3.3715 3.1008 -0.128 -0.048 -0.036
C -0.6871 4.3392 4.4846 0.013 0.004 -0.054
C 0.2004 5.5542 2.4650 -0.047 -0.005 0.046
H -4.9521 7.0912 0.2913 0.007 0.004 0.009
H -3.6189 6.2359 -0.5114 0.006 0.030 -0.005
H -3.4148 6.8473 1.1323 0.022 0.014 -0.011
H -6.1384 5.9869 2.2589 0.005 0.007 0.017
H -4.6041 5.6683 3.0828 0.004 -0.007 0.005
H -5.7078 4.3337 2.7357 0.004 0.007 0.030
H -6.5437 5.2378 -0.0166 -0.005 0.000 -0.017
H -6.1083 3.5671 0.3619 -0.018 -0.003 -0.039
H -5.3192 4.4107 -0.9858 -0.011 -0.038 0.005
H -4.1746 2.5512 -0.2400 -0.012 0.022 0.045
H -2.4397 5.3423 2.4805 0.014 -0.019 -0.006
H 0.9831 2.4004 3.5648 0.007 -0.079 -0.043
H 1.8635 3.9354 3.6853 -0.047 0.013 -0.012
H 1.5301 3.2127 2.1035 0.064 -0.087 -0.055
H -0.9381 3.3600 4.8971 -0.015 0.017 0.034
H -1.5808 4.9657 4.5237 0.012 -0.009 0.026
H 0.0826 4.7932 5.1159 -0.005 0.010 0.003
H 0.4579 5.4449 1.4102 0.029 0.047 0.001
H 1.0639 5.9671 2.9938 -0.017 -0.001 0.021
H -0.6176 6.2723 2.5433 0.042 0.016 -0.023
F 1.0915 -1.4247 0.6711 0.252 -1.110 0.152
F 5.0062 0.6228 -4.7229 -0.008 -0.076 -0.024
C 3.6832 0.6113 -4.9603 0.067 0.210 0.213
C 2.8627 1.4056 -4.2593 0.213 -0.125 -0.145
N 1.5193 1.4729 -4.4988 -0.255 -0.131 -0.190
C 0.6729 2.2266 -3.5854 0.042 -0.164 0.485
C 0.7105 1.6513 -2.1506 0.130 0.461 -0.760
O 0.2352 2.3682 -1.2520 -0.010 0.012 -0.151
O 1.2102 0.5082 -2.0034 -0.059 0.005 -0.205
C 0.9234 0.6624 -5.4503 -0.044 0.216 0.118
O -0.2616 0.6846 -5.7106 0.082 -0.081 0.032
N 1.8021 -0.1699 -6.1177 0.095 -0.025 -0.039
C 3.1837 -0.2926 -5.9740 -0.202 -0.049 -0.051
O 3.8206 -1.0757 -6.6459 0.055 0.064 0.041
H 3.2458 2.0473 -3.4783 -0.018 -0.023 0.033
H -0.3503 2.1550 -3.9423 -0.006 0.058 -0.062
H 0.9720 3.2734 -3.5593 -0.002 0.008 -0.044
H 1.3753 -0.7785 -6.7989 -0.025 -0.015 -0.040
C 3.3621 -1.9279 2.4351 -0.038 -0.077 0.083
C 4.1915 -1.0659 1.4748 -0.022 -0.325 0.225
C 3.4637 0.1390 1.1244 -0.136 0.025 -0.232
N 2.8246 1.0394 0.8142 0.458 0.357 0.143
H 3.8899 -2.8541 2.6617 0.097 0.031 0.009
H 2.4012 -2.1523 1.9711 0.039 0.051 -0.012
H 3.1727 -1.3925 3.3651 0.047 0.000 0.037
H 4.3776 -1.6144 0.5502 0.036 0.067 -0.018
H 5.1500 -0.7804 1.9104 0.037 -0.002 -0.042